Below is a structure of composition C32H29N3OPPtS3SbSe4, with properties calculated with ωB97M-V with the def2-TZVPD basis set.

Positions of all 75 atoms, in Å:
Pt  -1.9120  -0.6876  -0.2335
Se  -5.3918  -4.5519  0.1671
Sb  -5.0136  -2.1728  0.4345
Se  -2.8446  -1.5881  1.7413
Se  -3.7839  -1.3305  -1.7132
Se  -6.9976  -0.9081  1.0331
C  1.6018  -2.1545  -1.9974
C  0.1852  -2.4491  -2.4766
C  -0.6016  -3.1969  -1.4039
C  -0.5802  -1.1776  -2.8809
C  0.0180  -0.4184  -4.0753
O  0.0517  0.9348  -3.6789
C  -0.3628  1.0012  -2.3621
N  -0.6600  -0.1638  -1.8433
C  -0.4514  2.3057  -1.8040
C  0.0480  3.3847  -2.5760
C  -0.0772  4.6861  -2.1762
C  -0.7313  5.0022  -0.9770
C  -1.2344  3.9775  -0.2092
C  -1.0915  2.6402  -0.5743
P  -1.8267  1.4663  0.5669
C  -0.9269  1.7054  2.1115
C  -1.5141  1.3209  3.3158
C  -0.8135  1.4532  4.4987
C  0.4808  1.9496  4.4877
C  1.0805  2.2963  3.2865
C  0.3822  2.1780  2.1016
C  -3.4753  2.1522  0.9144
C  -4.4743  1.8143  0.0062
C  -5.7766  2.2334  0.1971
C  -6.0871  3.0147  1.2972
C  -5.0928  3.3853  2.1871
C  -3.7895  2.9604  2.0029
H  2.1271  -3.0865  -1.7882
H  1.5758  -1.5669  -1.0815
H  2.1748  -1.6088  -2.7469
H  0.2381  -3.0732  -3.3808
H  -0.8627  -2.4968  -0.5789
H  -0.0113  -4.0004  -0.9680
H  -1.5238  -3.6184  -1.8082
H  -1.6050  -1.4985  -3.1431
H  -0.5961  -0.5128  -4.9766
H  1.0364  -0.7475  -4.3086
H  0.5368  3.1489  -3.5089
H  0.3222  5.4822  -2.7899
H  -0.8467  6.0302  -0.6632
H  -1.7469  4.1982  0.7182
H  -2.5162  0.9078  3.3164
H  -1.2743  1.1542  5.4299
H  1.0295  2.0479  5.4137
H  2.1027  2.6474  3.2725
H  0.8463  2.4324  1.1573
H  -4.2170  1.2047  -0.8544
H  -6.5521  1.9184  -0.4820
H  -7.1066  3.3241  1.4659
H  -5.3326  3.9961  3.0468
H  -3.0195  3.2476  2.7091
S  4.9391  -3.7661  3.5797
C  3.8040  -3.0233  2.6409
S  2.2492  -2.5601  3.2913
C  1.8490  -1.8084  1.6936
N  2.8152  -1.9536  0.8583
N  3.8895  -2.6364  1.3425
C  4.9310  -2.8569  0.4275
C  4.8760  -2.1815  -0.7950
C  5.8545  -2.3673  -1.7499
C  6.9258  -3.2123  -1.5097
C  6.9785  -3.8928  -0.3060
C  5.9917  -3.7348  0.6501
S  0.4057  -1.0101  1.5129
H  4.0457  -1.5236  -0.9812
H  5.7773  -1.8478  -2.6939
H  7.7047  -3.3488  -2.2488
H  7.7952  -4.5704  -0.0953
H  6.0511  -4.2990  1.5648

Cartesian forces, eV/Å:
1.2 1.7 -0.6
0.2 0.2 0.1
-0.2 -0.2 -0.1
-1.4 -0.5 0.2
-0.4 -0.2 0.7
0.3 -0.1 0.0
-0.3 0.1 -0.1
0.1 0.2 0.1
-0.1 0.0 -0.1
-0.3 -0.6 -0.8
0.1 -0.6 -0.1
0.0 0.4 0.4
0.0 1.1 0.0
-0.5 -0.5 0.2
0.0 -0.7 -0.4
0.1 0.4 -0.3
0.2 -0.2 -0.3
-0.2 0.2 0.3
0.1 0.1 0.0
-0.2 -0.5 0.3
0.0 0.1 -0.1
0.0 0.0 0.2
-0.1 0.0 -0.1
0.1 0.0 0.1
0.0 -0.1 0.0
0.1 0.1 0.1
-0.2 0.0 -0.1
-0.2 -0.3 -0.1
0.2 0.0 -0.2
0.0 0.2 0.1
0.0 0.0 -0.1
0.0 0.1 0.1
0.2 -0.1 0.0
0.0 0.0 0.1
0.0 0.0 -0.1
0.1 0.1 -0.1
-0.1 0.0 0.0
0.3 -0.9 -0.3
0.1 -0.1 0.1
-0.1 0.1 0.2
0.3 0.1 0.1
0.1 0.0 0.1
-0.1 0.0 0.0
0.0 0.1 0.0
0.1 0.0 -0.1
0.0 0.0 0.0
0.0 0.1 0.0
0.1 0.0 0.0
0.0 0.0 0.1
0.1 0.0 0.1
0.1 0.0 0.0
0.0 0.0 0.0
-0.2 0.0 0.1
0.0 0.0 -0.1
-0.2 0.0 0.0
0.0 0.1 0.1
-0.1 0.0 0.0
0.4 -0.4 0.7
-0.2 0.1 0.1
0.5 0.2 -1.1
0.6 -0.6 0.9
-0.2 0.5 -0.9
-0.4 -0.4 1.2
0.5 -0.1 -0.5
-0.1 0.1 0.1
0.1 0.0 0.0
0.1 -0.1 0.0
0.0 0.0 -0.1
-0.1 -0.1 0.2
-0.7 0.5 0.2
-0.1 0.1 0.0
0.0 0.1 -0.1
0.0 0.0 -0.1
0.0 0.0 0.0
0.0 0.1 0.0

Values from the calculation:
* 2S+1: 3
* charge: -2
* HOMO-LUMO gap (spin up / spin down): 4.743 / 5.314 eV
* max |F|: 2.14 eV/Å

Results of the Löwdin charge analysis, in e, for atoms 1 through 5: atom 1 (Pt): 0.35, atom 2 (Se): -0.30, atom 3 (Sb): -0.24, atom 4 (Se): 0.03, atom 5 (Se): 0.10

***

Below is a structure of composition C32H29NNbO21, with properties calculated with ωB97M-V with the def2-TZVPD basis set.

Positions of all 84 atoms, in Å:
N  -3.1058  -0.5245  0.3678
Nb  -4.4704  1.1403  0.4509
C  -6.2709  -0.2462  0.6414
C  -7.6697  0.4509  0.5372
O  -8.1277  0.9159  -0.5362
H  -2.2569  -0.2951  -0.1691
H  -2.8508  -0.8010  1.3250
H  -4.1634  1.2090  2.2515
H  -3.0167  2.2204  0.1389
H  -4.6789  1.0876  -1.3830
H  -5.4797  2.6575  0.5949
H  -6.2408  -1.0180  -0.2028
H  -6.1956  -0.7585  1.6647
H  -8.3608  0.5199  1.4417
C  1.1885  -3.3533  -0.8519
C  0.2049  -2.7669  -0.1610
C  0.4813  -2.0291  1.1084
O  -0.4328  -1.4935  1.7008
C  1.8651  -1.9882  1.5929
C  2.8431  -2.5773  0.9025
C  2.5707  -3.2904  -0.3778
O  3.4994  -3.7986  -0.9839
O  4.1319  -2.5525  1.3365
O  -1.0787  -2.8180  -0.5864
H  1.0045  -3.8890  -1.7733
H  2.0497  -1.4660  2.5220
H  4.6462  -3.0448  0.6642
H  -1.6042  -2.3185  0.0770
C  8.6963  -2.4317  5.0709
C  8.5403  -3.0160  3.8813
C  7.5595  -2.5000  2.8829
O  7.4594  -3.0491  1.8005
C  6.7443  -1.3411  3.2556
C  6.8980  -0.7588  4.4469
C  7.8977  -1.2579  5.4341
O  8.0215  -0.6886  6.5038
O  6.1510  0.3127  4.8102
O  9.2679  -4.1043  3.5280
H  9.4054  -2.7948  5.8025
H  6.0242  -0.9878  2.5299
H  6.4516  0.5458  5.7086
H  8.9705  -4.3324  2.6272
C  -12.4508  2.5716  -2.2945
C  -13.4295  3.1601  -1.6057
C  -13.1572  3.8976  -0.3389
O  -14.0804  4.4384  0.2504
C  -11.7798  3.9373  0.1504
C  -10.7944  3.3450  -0.5350
C  -11.0636  2.6299  -1.8188
O  -10.1468  2.1197  -2.4282
O  -9.5206  3.3727  -0.0913
O  -14.7203  3.1147  -2.0294
H  -12.6366  2.0364  -3.2159
H  -11.5998  4.4605  1.0795
H  -8.9966  2.8757  -0.7571
H  -15.2279  3.6132  -1.3621
C  7.2919  -4.1179  -4.2916
C  6.5407  -3.7965  -3.2344
C  6.9825  -4.1060  -1.8439
O  6.2815  -3.7804  -0.9072
C  8.2597  -4.8034  -1.6672
C  9.0073  -5.1270  -2.7239
C  8.5790  -4.7927  -4.1126
O  9.2995  -5.0894  -5.0502
O  10.1913  -5.7745  -2.5804
O  5.3469  -3.1763  -3.3804
H  6.9845  -3.8973  -5.3048
H  8.5603  -5.0378  -0.6552
H  10.5341  -5.8900  -3.4866
H  5.0011  -3.0559  -2.4728
C  0.0774  3.9063  -1.3086
C  1.0354  4.5634  -1.9647
C  1.3316  5.9967  -1.6807
O  2.2286  6.5573  -2.2891
C  0.5179  6.6803  -0.6727
C  -0.4437  6.0244  -0.0178
C  -0.7216  4.5838  -0.2820
O  -1.5915  4.0175  0.3467
O  -1.2082  6.6392  0.9155
O  1.7850  3.9542  -2.9209
H  -0.1460  2.8660  -1.5037
H  0.7310  7.7246  -0.4887
H  -1.8238  5.9520  1.2389
H  2.4027  4.6382  -3.2392

Cartesian forces, eV/Å:
-0.2 1.3 0.4
0.9 -2.9 -0.3
-3.1 -0.2 0.1
0.4 -0.1 -2.1
1.0 -1.1 2.4
-0.4 -0.2 0.5
0.2 0.1 -0.6
0.1 0.4 0.6
-0.7 0.0 -0.4
0.2 0.5 -0.2
0.2 0.2 0.2
0.2 1.1 1.1
0.0 0.6 -1.3
1.0 0.0 -0.5
0.6 -0.1 0.0
-1.3 -0.4 -0.9
0.2 0.3 0.6
0.0 -0.2 -0.2
-0.3 0.1 0.0
0.8 0.3 0.9
-0.7 -0.2 -0.6
0.1 0.1 0.1
-0.8 -0.3 -0.8
1.3 0.3 1.0
0.0 0.0 0.0
0.0 0.0 0.0
0.2 0.0 0.1
-0.4 0.1 -0.3
-0.1 0.3 0.2
0.8 -0.8 0.3
-0.6 0.4 -0.3
0.3 -0.2 0.3
0.1 -0.2 -0.3
-0.8 0.8 -0.2
0.5 -0.4 0.3
-0.2 0.1 -0.2
0.8 -0.8 0.2
-0.8 0.8 -0.2
0.0 0.0 0.0
0.0 0.0 0.0
-0.1 0.0 -0.1
0.0 0.0 0.0
0.1 0.0 0.0
-0.6 -0.4 -0.8
0.7 0.3 0.7
-0.3 -0.2 -0.3
-0.8 0.1 0.0
1.4 0.3 1.0
-0.1 -0.4 -0.6
-0.1 0.3 0.2
-1.3 -0.1 -1.1
0.6 0.3 0.7
0.0 0.0 0.0
0.0 0.0 0.0
0.3 -0.4 0.4
0.0 0.0 0.0
0.5 -0.2 -0.1
-1.1 0.6 -0.7
0.3 -0.2 0.6
0.1 0.1 -0.3
-0.3 0.1 0.1
0.8 -0.5 0.7
-0.5 0.3 -0.6
0.2 -0.1 0.3
-0.7 0.5 -0.6
1.1 -0.5 0.7
0.0 0.0 0.0
0.0 0.0 0.0
0.0 0.0 0.1
-0.2 -0.1 -0.1
-0.1 0.0 0.1
0.1 -0.9 -0.5
-0.1 0.6 0.3
0.0 -0.3 -0.1
0.4 0.0 -0.3
-0.4 1.1 0.6
-0.2 -0.8 -0.2
0.4 0.7 0.2
0.4 -0.9 -0.6
-0.2 0.8 0.5
0.0 0.0 0.0
0.0 0.0 0.0
0.0 0.0 0.0
0.0 -0.1 0.0

Values from the calculation:
* charge: -1
* HOMO-LUMO gap: 4.536 eV
* max |F|: 3.09 eV/Å

Results of the Löwdin charge analysis, in e, for atoms 1 through 5: atom 1 (N): -0.30, atom 2 (Nb): 1.06, atom 3 (C): -0.40, atom 4 (C): -0.36, atom 5 (O): -0.11

***

Below is a structure of composition C32H30Cl5LaN7O2, with properties calculated with ωB97M-V with the def2-TZVPD basis set.

Positions of all 77 atoms, in Å:
La  0.0027  0.2953  -0.1698
Cl  -3.6058  -0.2138  6.2381
C  -2.7524  -0.4963  4.7958
C  -2.5327  0.5423  3.8971
Cl  -3.1048  2.1156  4.2249
C  -1.8254  0.2790  2.7265
Cl  -1.5429  1.6114  1.5934
C  -1.3259  -0.9770  2.3868
O  -0.6560  -1.1843  1.2386
C  -1.5521  -1.9882  3.3133
Cl  -0.9699  -3.5892  2.9513
C  -2.2546  -1.7689  4.4983
Cl  -2.5037  -3.0454  5.5915
N  1.6029  -4.2274  0.8929
C  2.0338  -2.8085  0.5994
C  2.8252  -2.2755  1.7845
C  3.2393  -0.8239  1.5520
N  2.0478  0.0857  1.6066
C  3.9957  -0.6841  0.2294
C  3.3178  -1.3201  -0.9866
N  2.1975  -0.4516  -1.4905
C  2.8313  -2.7429  -0.6947
H  0.9110  -4.2144  1.6439
H  2.3926  -4.8052  1.1892
H  1.1770  -4.6826  0.0839
H  1.1070  -2.2514  0.5312
H  3.7455  -2.8601  1.8964
H  2.2581  -2.3766  2.7173
H  3.9201  -0.5527  2.3566
H  2.4194  1.0244  1.7450
H  1.5517  -0.1088  2.4746
H  4.9703  -1.1619  0.3542
H  4.2125  0.3699  0.0259
H  4.0658  -1.4000  -1.7719
H  1.8897  -0.8278  -2.3865
H  2.6370  0.4329  -1.7446
H  3.7177  -3.3821  -0.6131
H  2.2429  -3.1176  -1.5416
C  -6.4053  -1.3991  -12.6718
O  -6.1494  -0.1442  -12.0274
C  -5.5625  -0.1615  -10.8283
C  -5.3489  1.0843  -10.2302
C  -4.7516  1.1588  -8.9981
C  -4.3455  -0.0011  -8.3247
C  -4.5667  -1.2351  -8.9272
C  -5.1680  -1.3248  -10.1686
C  -3.7106  0.0498  -7.0217
N  -3.3913  -0.9896  -6.2615
C  -2.8142  -0.4580  -5.1554
C  -2.7682  0.9167  -5.2060
N  -3.3496  1.2276  -6.4078
C  -2.2636  1.7135  -4.1494
C  -2.3240  3.1237  -4.0944
C  -1.8639  3.7861  -2.9908
C  -1.3028  3.0441  -1.9501
N  -1.2144  1.7219  -1.9667
C  -1.7211  1.0418  -3.0359
C  -1.7459  -0.4030  -2.9751
N  -1.2466  -1.0145  -1.8618
C  -1.3899  -2.3327  -1.7306
C  -1.9949  -3.1354  -2.6946
C  -2.4451  -2.5425  -3.8498
C  -2.3268  -1.1515  -4.0091
H  -6.8890  -1.1571  -13.6087
H  -7.0684  -2.0176  -12.0663
H  -5.4735  -1.9303  -12.8678
H  -5.6708  1.9709  -10.7614
H  -4.6142  2.1431  -8.5586
H  -4.2566  -2.1345  -8.4084
H  -5.3268  -2.2943  -10.6187
H  -3.4643  2.1406  -6.8117
H  -2.7585  3.6818  -4.9160
H  -1.9254  4.8636  -2.9119
H  -0.9207  3.5582  -1.0735
H  -1.0401  -2.7576  -0.7936
H  -2.1127  -4.1975  -2.5238
H  -2.9190  -3.1171  -4.6403

Cartesian forces, eV/Å:
1.6 0.6 -2.1
0.0 0.0 0.1
0.0 -0.1 0.0
0.1 0.2 -0.2
0.0 0.0 0.0
-0.1 0.1 0.2
-1.0 0.6 1.2
0.1 -0.1 -0.2
-1.0 -0.7 1.5
0.0 -0.3 0.1
-0.1 0.1 0.0
0.1 0.0 0.0
0.0 -0.1 0.0
0.2 0.1 -0.2
0.3 0.1 0.0
0.0 -0.1 0.0
-0.1 0.0 -0.1
0.4 0.0 0.0
-0.1 0.0 0.0
-0.1 0.1 0.1
0.4 -0.2 0.0
-0.1 0.0 0.0
-0.3 0.0 0.3
0.1 -0.1 0.0
0.0 0.0 -0.1
-0.2 -0.1 0.0
0.0 0.0 0.1
0.0 0.0 -0.1
0.1 0.0 0.1
0.1 0.1 0.0
0.0 0.0 0.1
0.0 0.0 0.0
0.0 0.0 0.0
0.1 0.0 -0.1
0.0 -0.1 -0.1
0.0 0.1 -0.1
-0.1 0.0 0.0
0.0 0.0 0.1
0.0 0.1 0.1
0.0 -0.2 0.0
-0.1 -0.1 -0.2
0.0 0.2 0.0
0.0 0.1 0.1
0.0 0.1 0.1
0.0 -0.2 0.0
0.1 -0.1 0.1
0.1 0.0 0.1
0.0 0.1 0.0
0.0 -0.4 0.0
-0.1 0.3 -0.2
0.0 0.1 0.0
-0.1 0.2 0.0
-0.1 -0.1 -0.1
0.0 0.1 0.0
0.1 -0.1 0.0
-0.2 0.1 -0.1
0.1 0.0 0.1
0.1 -0.1 0.1
-0.3 -0.4 -0.3
0.0 0.2 -0.1
0.0 0.0 0.0
-0.1 -0.1 -0.1
0.0 -0.1 -0.1
0.0 0.0 -0.1
0.0 0.0 0.0
0.0 0.0 0.0
0.0 0.0 0.0
0.0 -0.1 -0.1
0.0 0.0 -0.1
0.0 0.0 0.1
0.0 0.0 0.0
0.0 0.0 0.0
0.0 -0.1 0.0
0.0 0.0 0.0
0.0 0.0 0.0
0.0 0.1 0.0
0.1 0.1 0.1

Values from the calculation:
* charge: +3
* HOMO-LUMO gap: 5.181 eV
* max |F|: 2.74 eV/Å

Results of the Löwdin charge analysis, in e, for atoms 1 through 5: atom 1 (La): 1.91, atom 2 (Cl): 0.78, atom 3 (C): -0.70, atom 4 (C): -0.69, atom 5 (Cl): 0.78

***

Q: Which of these has the highest charge?
A: C32H30Cl5LaN7O2

***

Q: Among the records above, which one has the highest charge?
A: C32H30Cl5LaN7O2